## i
{
  "formula": "C2H4N4",
  "method": "the ωB97M-V functional and the def2-TZVPD basis",
  "elements": ["N", "N", "N", "N", "C", "C", "H", "H", "H", "H"],
  "positions_angstrom": [[-1.0165, 0.5368, -0.2343], [-0.3632, -1.2230, 1.3324], [1.1439, -0.1074, -0.0940], [-0.2425, 1.3432, -1.1414], [0.9491, 0.8538, -1.0478], [-0.0685, -0.3122, 0.3565], [-1.4162, 0.2794, -1.1624], [0.4440, -1.5387, 1.8569], [-1.1891, -1.0698, 1.8898], [1.7247, 1.1951, -1.7153]],
  "e_lumo_ev": 0.9,
  "total_charge": 0,
  "gap_ev": 10.162,
  "e_homo_ev": -9.26
}



## ii
{
  "formula": "C2H4N4",
  "method": "the ωB97M-V functional and the def2-TZVPD basis",
  "elements": ["N", "N", "N", "N", "C", "C", "H", "H", "H", "H"],
  "positions_angstrom": [[0.7223, -1.2461, -1.0046], [0.2961, -0.0645, 1.0997], [-0.6060, 0.6604, -0.7647], [-0.5855, 0.9274, 1.4960], [-1.0877, 1.3070, 0.3290], [0.2206, -0.2175, -0.2392], [0.7889, -0.7081, 1.7280], [1.6470, -1.6146, -0.8639], [0.4902, -1.0972, -1.9795], [-1.8859, 2.0533, 0.1992]],
  "e_lumo_ev": 0.7,
  "total_charge": 0,
  "gap_ev": 9.661,
  "e_homo_ev": -8.92
}



## iii
{
  "formula": "C2H4N4",
  "method": "the ωB97M-V functional and the def2-TZVPD basis",
  "elements": ["N", "N", "N", "N", "C", "C", "H", "H", "H", "H"],
  "positions_angstrom": [[-1.0209, -1.8914, 0.3908], [-0.6471, -0.1653, 0.7539], [0.8007, -0.7550, -0.9939], [0.9448, 1.3940, 0.0393], [-1.7679, -0.9084, 0.3746], [0.4085, 0.1244, -0.1696], [-2.8210, -0.7029, 0.3690], [1.5246, -0.3621, -1.5831], [0.6262, 1.8482, 0.8814], [1.9522, 1.4185, -0.0624]],
  "e_lumo_ev": 0.1,
  "total_charge": 0,
  "gap_ev": 9.528,
  "e_homo_ev": -9.40
}



## iv
{
  "formula": "C2H4N4",
  "method": "the ωB97M-V functional and the def2-TZVPD basis",
  "elements": ["N", "N", "N", "N", "C", "C", "H", "H", "H", "H"],
  "positions_angstrom": [[-0.1182, -1.3711, 0.3409], [-1.9501, -0.2047, 0.0524], [1.9392, 0.0343, 0.1524], [-1.2982, -1.2338, 0.3779], [-0.2998, 1.0718, -0.3657], [0.6213, 0.2471, -0.0898], [2.6287, 0.6517, -0.1998], [-2.9112, -0.1533, 0.3748], [2.2386, -0.9159, 0.1555], [-0.8505, 1.8739, -0.7987]],
  "e_lumo_ev": 0.5,
  "total_charge": 0,
  "gap_ev": 9.408,
  "e_homo_ev": -8.91
}



Least stable = iv



## i
{
  "formula": "C4H10N4",
  "method": "the ωB97M-V functional and the def2-TZVPD basis",
  "elements": ["N", "N", "N", "N", "C", "C", "C", "C", "H", "H", "H", "H", "H", "H", "H", "H", "H", "H"],
  "positions_angstrom": [[-0.8931, -0.1872, -0.7649], [0.7212, -2.0428, -0.6393], [-3.0565, 0.4719, -0.7153], [-2.3220, -1.2906, 0.6987], [1.8823, 0.7479, 0.9855], [-0.0103, -1.1622, -0.7199], [2.4438, 1.0350, -0.3997], [-2.1901, -0.3296, -0.2652], [0.8086, 0.9247, 1.0193], [2.3517, 1.3921, 1.7265], [2.0179, 0.3602, -1.1377], [-1.5842, -1.9638, 0.8260], [2.0693, -0.2870, 1.2613], [-3.9813, 0.3762, -0.3143], [2.2286, 2.0591, -0.6987], [3.5226, 0.8977, -0.4071], [-0.7640, 0.5741, -1.4169], [-3.2444, -1.5757, 0.9619]],
  "e_lumo_ev": 0.7,
  "total_charge": 0,
  "gap_ev": 10.370,
  "e_homo_ev": -9.69
}



## ii
{
  "formula": "C4H10N4",
  "method": "the ωB97M-V functional and the def2-TZVPD basis",
  "elements": ["N", "N", "N", "N", "C", "C", "C", "C", "H", "H", "H", "H", "H", "H", "H", "H", "H", "H"],
  "positions_angstrom": [[1.5181, 0.4417, 0.4518], [-0.7306, 1.1467, -0.3936], [-1.8906, 0.9420, 0.3809], [0.5353, 1.4859, 0.7184], [-0.9079, -0.8691, -2.0530], [1.7062, -0.2828, 1.7349], [1.0001, -0.3372, -0.5775], [-0.2205, -0.0673, -1.0143], [-1.5917, -1.4479, -1.5805], [2.3663, -0.9953, 1.4986], [1.6736, -1.1143, -0.7661], [-2.1062, -0.0571, 0.4425], [-2.5306, 1.6387, 0.0615], [1.9731, 0.3748, 2.6423], [0.1413, 1.4438, 1.6578], [-0.2745, -1.4856, -2.5611], [-1.4213, -0.2059, -2.6878], [0.7600, -0.6110, 2.0451]],
  "e_lumo_ev": 1.0,
  "total_charge": 0,
  "gap_ev": 8.401,
  "e_homo_ev": -7.43
}



## iii
{
  "formula": "C4H10N4",
  "method": "the ωB97M-V functional and the def2-TZVPD basis",
  "elements": ["N", "N", "N", "N", "C", "C", "C", "C", "H", "H", "H", "H", "H", "H", "H", "H", "H", "H"],
  "positions_angstrom": [[1.4759, 0.0944, 1.7665], [-1.3825, 1.6208, 1.2892], [1.3711, 1.4075, -0.1153], [-0.1322, -1.2735, -0.5016], [-0.0430, -1.0587, -1.9345], [0.7941, 0.4570, 0.7156], [-1.3821, -0.7007, 0.3812], [-0.7938, 0.5677, 0.8552], [-0.9499, -0.6307, -2.3668], [-2.2575, -0.5498, -0.2520], [0.1684, -1.9898, -2.4673], [0.9617, -0.5940, 2.3215], [0.7667, -0.3657, -2.1813], [2.2047, 1.8145, 0.2933], [-0.6680, 2.2845, 1.6159], [0.7498, 2.0773, -0.5525], [0.6499, -1.7477, -0.0604], [-1.5333, -1.4131, 1.1933]],
  "e_lumo_ev": 0.9,
  "total_charge": 0,
  "gap_ev": 9.329,
  "e_homo_ev": -8.42
}



## iv
{
  "formula": "C4H10N4",
  "method": "the ωB97M-V functional and the def2-TZVPD basis",
  "elements": ["N", "N", "N", "N", "C", "C", "C", "C", "H", "H", "H", "H", "H", "H", "H", "H", "H", "H"],
  "positions_angstrom": [[-1.3145, -0.1697, -0.1339], [-0.0400, -1.9077, -0.7075], [0.7225, -1.4734, 0.2790], [-1.0537, -1.1602, -0.9059], [2.0528, -0.0135, 1.6649], [1.2209, 0.9418, -0.4814], [1.2228, -0.3011, 0.4634], [-2.5764, 0.3954, -0.5538], [1.7941, 1.7494, -0.1738], [-3.1519, -0.2897, -1.1004], [0.2116, 1.1196, -0.5578], [-1.7591, -1.6280, -1.7021], [-3.1446, 0.6165, 0.4554], [2.9824, -0.5023, 1.4147], [-2.4240, 1.4592, -1.1063], [1.4709, -0.4051, 2.5979], [2.1792, 1.0770, 1.9593], [1.6072, 0.4918, -1.4116]],
  "e_lumo_ev": [0.8, 0.8],
  "total_charge": 0,
  "gap_ev": [8.479, 8.478],
  "e_homo_ev": [-7.65, -7.65]
}



Least stable = iv



## i
{
  "formula": "C4H10N4",
  "method": "the ωB97M-V functional and the def2-TZVPD basis",
  "elements": ["N", "N", "N", "N", "C", "C", "C", "C", "H", "H", "H", "H", "H", "H", "H", "H", "H", "H"],
  "positions_angstrom": [[0.2650, 1.0967, -2.3629], [0.5627, 0.0952, -0.1944], [-1.2982, -0.2723, -1.3029], [-1.0774, 1.3366, 1.1737], [1.7579, -0.7280, -0.1367], [-0.5675, 0.0818, 0.8553], [-0.6818, -0.9028, 1.7797], [-0.0228, 0.3051, -1.3979], [2.0846, -0.8555, 0.9021], [-0.6677, 1.7557, 2.0020], [1.6188, -1.7160, -0.5876], [-0.3744, -1.9200, 1.5762], [-0.8754, -0.6579, 2.8170], [2.5791, -0.2501, -0.6831], [-1.5377, -1.2151, -1.0282], [-0.9076, 2.0044, 0.4268], [1.1754, 1.5185, -2.1659], [-2.0329, 0.3235, -1.6732]],
  "e_lumo_ev": 0.8,
  "total_charge": 0,
  "gap_ev": 9.153,
  "e_homo_ev": -8.31
}



## ii
{
  "formula": "C4H10N4",
  "method": "the ωB97M-V functional and the def2-TZVPD basis",
  "elements": ["N", "N", "N", "N", "C", "C", "C", "C", "H", "H", "H", "H", "H", "H", "H", "H", "H", "H"],
  "positions_angstrom": [[2.4785, -0.2449, -0.4240], [-0.3190, -2.1432, 0.3661], [-1.0940, -1.3065, -0.3998], [-2.2457, 0.6441, -0.6705], [-1.0891, -0.0365, -0.3559], [1.3100, -0.0324, -0.8452], [0.4270, 1.0437, 1.3087], [0.1765, 0.7782, -0.1744], [0.0595, 1.7205, -0.7227], [0.6685, -1.8891, 0.3719], [1.1489, -0.2220, -1.9068], [2.6206, -0.0504, 0.5664], [-2.1556, 1.4572, -1.2602], [-0.4202, 1.5756, 1.7361], [1.3253, 1.6464, 1.4429], [-0.4155, -3.0844, 0.0031], [-3.0186, 0.0333, -0.8926], [0.5430, 0.1103, 1.8569]],
  "e_lumo_ev": 0.9,
  "total_charge": 0,
  "gap_ev": 8.896,
  "e_homo_ev": -7.97
}



## iii
{
  "formula": "C4H10N4",
  "method": "the ωB97M-V functional and the def2-TZVPD basis",
  "elements": ["N", "N", "N", "N", "C", "C", "C", "C", "H", "H", "H", "H", "H", "H", "H", "H", "H", "H"],
  "positions_angstrom": [[2.1440, 0.2627, 0.0133], [0.3671, -1.0842, -0.6615], [3.5690, 0.4376, 0.1372], [-0.3006, -0.1288, 0.1129], [-1.2300, -0.7856, 1.0667], [-2.6924, 0.9155, -0.4112], [1.6545, -0.8122, -0.5868], [-1.7828, -0.3198, -0.2439], [-1.3095, -0.1360, 1.9613], [-1.0512, -1.8362, 1.1785], [1.4637, 1.0038, 0.1523], [-2.1106, 1.6952, -0.9588], [-3.6017, 0.5552, -0.9690], [3.8304, 0.4556, 1.0901], [-1.9968, -1.1542, -0.9276], [-3.0426, 1.2140, 0.5836], [3.7405, 1.2226, -0.4130], [2.3492, -1.5051, -1.1240]],
  "e_lumo_ev": 1.1,
  "total_charge": 0,
  "gap_ev": 9.203,
  "e_homo_ev": -8.10
}



## iv
{
  "formula": "C4H10N4",
  "method": "the ωB97M-V functional and the def2-TZVPD basis",
  "elements": ["N", "N", "N", "N", "C", "C", "C", "C", "H", "H", "H", "H", "H", "H", "H", "H", "H", "H"],
  "positions_angstrom": [[2.2075, -0.3931, 0.3247], [1.6394, -0.9880, -0.8011], [-0.8637, -1.2306, 0.6763], [-2.5965, -0.3576, -0.4736], [0.5040, 1.2287, -0.4202], [1.6547, 0.7352, 0.4666], [-0.8894, 1.2288, 0.1934], [-1.5069, -0.1475, 0.1131], [-1.6332, 1.7861, -0.3682], [2.2195, -1.8280, -1.0521], [-1.5239, -1.9171, 0.8040], [0.6288, 0.7274, -1.3509], [0.7012, 2.3967, -0.6431], [-3.0231, 0.5520, -0.8305], [0.6536, -1.1662, -0.7112], [1.9948, 1.4342, 1.1675], [-0.4547, -0.9807, 1.5023], [-0.8452, 1.5099, 1.2813]],
  "e_lumo_ev": 0.8,
  "total_charge": 0,
  "gap_ev": 9.511,
  "e_homo_ev": -8.71
}



Least stable = iii



## i
{
  "formula": "C4H10N4",
  "method": "the ωB97M-V functional and the def2-TZVPD basis",
  "elements": ["N", "N", "N", "N", "C", "C", "C", "C", "H", "H", "H", "H", "H", "H", "H", "H", "H", "H"],
  "positions_angstrom": [[-2.1297, -0.1283, -0.4115], [-0.6719, -1.7048, 0.4885], [-0.4685, 1.9379, -0.4176], [1.8674, -0.8652, -0.7729], [-0.0621, 0.6239, 0.1352], [0.8360, 0.5415, 1.2604], [1.4116, 0.3590, -0.2448], [-0.9578, -0.4609, 0.0199], [1.8740, -0.8989, -1.7092], [0.3051, -1.9451, 0.4579], [1.3465, 1.4630, 1.6777], [1.8274, 1.1441, -0.8069], [0.7524, -0.3412, 1.7944], [-0.6191, 2.5083, 0.7804], [-1.7928, 1.4717, -0.9633], [-2.7394, -0.9235, -0.3934], [2.7121, -1.1697, -0.1685], [-1.2132, -2.3663, 0.1016]],
  "e_lumo_ev": 0.8,
  "total_charge": 0,
  "gap_ev": 9.007,
  "e_homo_ev": -8.16
}



## ii
{
  "formula": "C4H10N4",
  "method": "the ωB97M-V functional and the def2-TZVPD basis",
  "elements": ["N", "N", "N", "N", "C", "C", "C", "C", "H", "H", "H", "H", "H", "H", "H", "H", "H", "H"],
  "positions_angstrom": [[-0.3151, 1.5580, -0.1136], [-0.4970, -0.7011, -1.6718], [-1.4864, 1.3125, 0.4214], [0.1308, -1.3502, 1.4174], [-1.3548, 0.5061, 1.3752], [0.6962, 0.6608, 0.0784], [0.8269, -0.1547, -1.1951], [0.1131, -0.1005, 1.2883], [1.6217, 1.3800, 0.3549], [-0.3001, -1.6632, 0.5254], [1.0694, -1.5681, 1.7166], [1.2964, 0.7583, -1.6780], [-0.1702, -1.6803, -2.4063], [1.6167, -0.8086, -0.8510], [-1.1968, 0.0249, -2.2204], [-2.0273, -0.2100, 1.8149], [0.5383, 0.2932, 2.2128], [-0.5617, 1.7432, -1.0689]],
  "e_lumo_ev": 0.6,
  "total_charge": 0,
  "gap_ev": 8.630,
  "e_homo_ev": -8.01
}



Least stable = ii